1.
{"formula": "C20H20MnN3SSi", "method": "ωB97M-V with the def2-TZVPD basis set", "species": ["Mn", "S", "Si", "N", "N", "N", "C", "C", "C", "C", "C", "C", "C", "C", "C", "C", "C", "C", "C", "C", "C", "C", "C", "C", "C", "C", "H", "H", "H", "H", "H", "H", "H", "H", "H", "H", "H", "H", "H", "H", "H", "H", "H", "H", "H", "H"], "positions_angstrom": [[-0.14674, 0.56523, 0.39928], [1.74622, -0.11321, -0.68530], [2.59087, -2.84530, -2.65949], [-0.60070, -1.17153, -0.50379], [-0.44262, 0.98429, 2.41331], [-1.22119, 2.33401, 0.20885], [-2.64302, 4.49980, 2.86298], [-1.15509, 2.12750, 2.58994], [-1.61127, 2.97449, -0.88012], [-2.71333, 4.67908, 0.37556], [-2.31455, 4.02392, 1.55314], [-0.07030, 0.30282, 3.48342], [0.88055, -2.52654, -1.85800], [2.41908, -4.46984, -3.59443], [-2.25371, 3.82453, 3.96581], [-2.36043, 4.14959, -0.84131], [-0.37446, 0.70603, 4.78286], [-1.42162, -3.18309, -1.44546], [2.97421, -1.43529, -3.84462], [-1.50017, 2.61172, 3.85961], [-0.18018, -3.41404, -2.02625], [-1.59150, -2.04637, -0.68918], [0.60980, -1.40146, -1.07276], [3.87785, -2.99773, -1.29569], [-1.08931, 1.86253, 4.97542], [-1.56864, 2.84441, 1.41897], [-2.53703, -1.81717, -0.21427], [-3.29258, 5.59154, 0.43820], [3.07209, -0.48959, -3.31265], [4.85438, -3.24559, -1.71840], [-2.65047, 4.62636, -1.76627], [-0.03174, -4.30507, -2.62474], [-2.50678, 4.18621, 4.95421], [1.65575, -4.41402, -4.37366], [3.61716, -3.78334, -0.58388], [3.98196, -2.06267, -0.74637], [-3.21509, 5.41487, 2.94758], [3.91521, -1.62153, -4.36764], [3.36155, -4.72356, -4.08401], [-0.04314, 0.10543, 5.61741], [0.50398, -0.59681, 3.30185], [-1.30646, 2.54194, -1.82463], [-1.33874, 2.20288, 5.97239], [2.16761, -5.29917, -2.92962], [-2.24114, -3.87425, -1.57879], [2.19373, -1.32198, -4.59948]], "e_lumo_ev": [-4.01, -4.01], "s_squared": 0.81, "multiplicity": 2, "de_lowest_kj_mol": 6.9, "total_charge": 1, "homo_lumo_gap_ev": [6.623, 6.600]}

=====

2.
{"formula": "C20H20N2O3", "method": "ωB97M-V with the def2-TZVPD basis set", "species": ["O", "O", "O", "N", "N", "C", "C", "C", "C", "C", "C", "C", "C", "C", "C", "C", "C", "C", "C", "C", "C", "C", "C", "C", "C", "H", "H", "H", "H", "H", "H", "H", "H", "H", "H", "H", "H", "H", "H", "H", "H", "H", "H", "H", "H"], "positions_angstrom": [[-0.06133, -1.83769, 2.19724], [-2.39202, 0.47376, -0.91304], [-1.74673, -2.14149, -2.48687], [-1.28145, -0.68101, 0.67997], [0.11686, -1.01061, -1.92511], [-2.39422, 3.96631, 1.45677], [-0.51275, 2.65151, 4.38827], [-1.77764, 3.92438, 2.68048], [-0.57841, 0.40099, 2.73874], [-2.42313, 2.83361, 0.63765], [-1.15966, 2.74175, 3.13805], [-1.19040, 1.59460, 2.30573], [-1.87616, 0.47114, 0.18308], [2.96306, -2.02828, -1.97252], [1.98572, -2.68397, -2.95313], [0.38299, -0.72270, -3.32013], [-1.38144, -1.86993, -0.15541], [2.53180, -0.63674, -1.51076], [0.04644, 0.35169, 3.96767], [-1.02703, -1.66878, -1.63114], [-1.83067, 1.65899, 1.05212], [-0.60601, -0.79675, 1.88521], [1.39180, -1.70300, -3.96275], [1.10832, -0.59534, -0.95534], [0.07632, 1.48102, 4.79110], [3.94295, -1.93403, -2.44675], [-1.75607, 4.79924, 3.31406], [2.63367, 0.07065, -2.33309], [-0.74068, -2.63703, 0.28843], [-2.86411, 4.87665, 1.11655], [3.20298, -0.30374, -0.71535], [2.51280, -3.47212, -3.49481], [0.56767, 1.42255, 5.75050], [0.50699, -0.57364, 4.27929], [1.06710, -1.25852, -0.08950], [0.87969, -2.28042, -4.73270], [-0.49021, 3.52424, 5.02473], [-0.57818, -0.79451, -3.83173], [-2.90853, 2.85722, -0.32637], [0.89685, 0.43219, -0.61814], [0.73173, 0.31051, -3.39422], [2.19649, -1.14665, -4.44648], [3.08141, -2.67898, -1.10352], [-2.41614, -2.22677, -0.14784], [1.16934, -3.16030, -2.40893]], "e_lumo_ev": -0.96, "multiplicity": 1, "de_lowest_kj_mol": 11.5, "total_charge": 0, "homo_lumo_gap_ev": 7.938, "smiles": "O=C(CN1C(=O)c2cccc3cccc(c23)C1=O)N1CCCCCC1"}

=====

| no. | total energy (Ha) |
| --- | --- |
| 1 | -2776.933676 |
| 2 | -1109.440316 |